Here is 2 unconnected molecules or ions with the total composition C3H12NO in a non-equilibrium geometry from OMol25. Energies are from the ωB97M-V functional and the def2-TZVPD basis.

**Kohn-Sham gap**: 11.0514 eV
**LUMO**: -3.8 eV
**Energy relative to the best compared isomer or geometry (same formula, charge and spin)**: 81.4 kJ/mol
**Total charge**: +1
**Highest occupied orbital energy**: -14.83 eV

Cartesian coordinates (Å):
C (-0.1365, 0.4347, -0.0311)
H (0.0889, 1.8304, -1.6839)
H (1.9257, 0.4878, 2.7659)
C (-1.0724, -0.3817, -0.9049)
H (-1.2615, -1.8196, 0.6063)
H (0.7687, -0.1671, 0.0773)
H (-0.1859, 2.6531, -0.1285)
H (-0.7261, -0.3931, -1.9369)
N (-1.1552, -1.7964, -0.4126)
H (-0.2930, -2.3240, -0.5631)
C (0.2556, 1.7933, -0.6117)
H (-0.4862, 0.4766, 1.0053)
H (2.6964, -0.6160, 2.1185)
H (1.3374, 1.8765, -0.4880)
H (-2.0861, 0.0101, -0.9031)
O (2.2838, 0.2334, 1.8966)
H (-1.9536, -2.2980, -0.8062)

Atomic forces in eV per Å
C 0.3603 -0.8134 0.2154
H -0.2287 0.1142 -0.1296
H 0.1610 0.2165 -0.4694
C -0.2020 0.9277 -0.0842
H -0.2251 0.2252 -0.0198
H 0.1921 0.0850 -0.1284
H -0.3578 0.0221 0.0372
H 0.0227 -0.2261 0.0208
N 0.0274 -0.3265 0.6176
H -0.0220 0.0347 -0.4150
C 0.7535 -0.3613 0.0204
H -0.3401 0.2719 -0.1645
H 0.1360 0.2594 -0.2902
H -0.1046 0.2210 0.0473
H -0.1378 -0.0497 0.0173
O -0.2136 -0.5044 0.8553
H 0.1788 -0.0963 -0.1301

***

Here is 3 unconnected molecules or ions with the total composition C3H12NO2 in a non-equilibrium geometry from OMol25. Energies are from the ωB97M-V functional and the def2-TZVPD basis.

**Kohn-Sham gap**: 11.2904 eV
**LUMO**: -3.1 eV
**Energy relative to the best compared isomer or geometry (same formula, charge and spin)**: 139.2 kJ/mol
**Total charge**: +1
**Highest occupied orbital energy**: -14.35 eV

Cartesian coordinates (Å):
H (0.5520, 0.5151, 0.6990)
C (-0.8199, 2.0323, 0.5466)
H (-0.7304, 0.0759, 1.8050)
H (1.4070, -3.8928, -0.8422)
O (1.4534, -3.3383, -0.0701)
H (-1.6675, -0.3469, -0.7187)
O (1.9400, -0.3549, 0.1495)
H (0.2273, 1.3288, 2.0611)
C (-1.5152, 0.5160, -1.3619)
H (-1.0948, 2.7303, 1.3151)
H (-0.6994, 0.2930, -2.0575)
N (-0.2317, 0.8106, 1.3175)
C (-1.2132, 1.8241, -0.7035)
H (-2.4335, 0.5968, -1.9485)
H (1.7302, -1.2835, 0.0992)
H (2.8705, -0.2482, 0.3732)
H (-1.4710, 2.7191, -1.2582)
H (1.6961, -3.9773, 0.5942)

Atomic forces in eV per Å
H 0.1076 -1.0566 0.3991
C -0.9913 -2.5073 0.6820
H -0.6921 -0.3054 -0.5923
H -0.1186 -0.0641 -0.8242
O -0.0524 0.4453 0.1726
H 0.2649 0.1507 0.3899
O -0.1733 1.0549 0.0687
H 0.4169 -0.3406 0.3435
C 0.7771 -0.0335 -0.6616
H 0.4242 1.1228 -0.6803
H -0.1930 -0.2180 -0.1172
N 0.7229 2.4025 -0.3906
C -0.7633 0.5185 0.7070
H 0.1773 0.2608 -0.0021
H 0.2151 -1.0919 -0.1362
H -0.0565 -0.2047 -0.0923
H -0.2333 0.0111 0.0293
H 0.1678 -0.1444 0.7048

***

Here is 3 unconnected molecules or ions with the total composition C3H12NO3 in a non-equilibrium geometry from OMol25. Energies are from the ωB97M-V functional and the def2-TZVPD basis.

**Kohn-Sham gap**: 8.0483 eV
**LUMO**: 3.8 eV
**Energy relative to the best compared isomer or geometry (same formula, charge and spin)**: 218.0 kJ/mol
**Total charge**: -1
**Highest occupied orbital energy**: -4.25 eV

Cartesian coordinates (Å):
H (-0.3919, 0.9375, -0.8653)
O (-0.6479, -3.3646, -0.2443)
H (2.4435, -0.9803, -2.6128)
H (-0.4876, -3.2180, 0.7666)
O (1.7484, -0.7808, -3.1486)
N (0.3229, 1.0445, -0.2514)
O (0.7618, -1.2473, -0.7633)
H (-2.3069, 1.5423, 0.0865)
H (-0.0324, 2.7708, 0.8867)
H (0.1415, 1.4459, 2.0102)
C (1.0676, -0.3590, 0.1341)
H (-2.2145, 0.6968, 1.7254)
H (0.6816, -0.5903, 1.1031)
H (-2.1212, 2.4662, 1.6343)
H (2.1190, -0.2768, 0.1080)
C (-0.2561, 1.6699, 0.9625)
H (-0.0767, -2.5823, -0.4908)
H (1.0836, -0.7520, -2.2088)
C (-1.8348, 1.5775, 1.1678)

Atomic forces in eV per Å
H -2.3491 -1.2612 -2.3185
O 0.6001 0.4217 3.3746
H 3.6628 -1.0449 1.8568
H -0.7696 -0.8557 -2.5509
O -4.8915 1.2740 0.4746
N 3.7655 -0.2910 5.2964
O -0.8373 -1.6815 -2.0383
H 0.6308 0.1281 2.1273
H -0.3646 -0.6491 0.1081
H 0.3039 -0.4946 -1.6648
C -2.3492 1.9843 -1.6152
H 0.4479 0.4110 -0.3535
H -0.1924 -0.1168 1.3967
H -0.8055 1.3705 0.8497
H 1.6745 1.3695 0.6599
C -0.6778 1.4736 0.6435
H -0.0255 0.3142 -0.7710
H 1.4010 -0.6320 -2.2086
C 0.7760 -1.7200 -3.2666

***

Here is 4 unconnected molecules or ions with the total composition C3H12NO3S in a non-equilibrium geometry from OMol25. Energies are from the ωB97M-V functional and the def2-TZVPD basis.

**Kohn-Sham gap**: 6.0118 eV
**LUMO**: 1.2 eV
**Energy relative to the best compared isomer or geometry (same formula, charge and spin)**: 386.7 kJ/mol
**Total charge**: -1
**Highest occupied orbital energy**: -4.80 eV

Cartesian coordinates (Å):
H (-1.1920, -1.4660, -0.9981)
H (2.6518, -1.7852, 0.1719)
H (1.2005, -1.1721, -1.1829)
O (1.6011, 0.5953, 2.2047)
H (1.5847, 1.3777, 1.6592)
H (1.3377, 0.9443, -0.6239)
O (0.6505, -0.9869, -2.0838)
H (1.8154, -0.0976, 1.5589)
C (-0.5825, -0.6234, -1.4600)
H (-1.6642, 1.1679, 1.3885)
H (-1.4163, -1.4750, 1.8528)
N (0.4678, 1.4267, -0.4206)
H (0.0807, 1.7923, -1.3223)
H (-2.1772, 1.4183, -0.2201)
H (0.0765, -0.3551, 0.6213)
C (-1.7475, 0.6722, 0.4242)
O (2.1371, -1.0855, 0.0240)
S (-3.1327, -0.5177, 0.6561)
C (-0.4059, 0.2540, -0.1220)
H (-1.2854, -0.0841, -2.1281)

Atomic forces in eV per Å
H 0.7608 0.1632 -1.1579
H 3.1703 -4.2900 0.8133
H 0.7272 0.0634 -1.1107
O 0.0113 0.0983 0.9646
H -0.1831 0.4184 -0.2765
H 0.3855 0.2421 -0.3464
O -1.3267 0.2310 2.1230
H 0.3634 -0.6389 -0.6341
C -0.5395 -0.3119 1.9055
H 0.3717 0.0042 0.0110
H -2.5500 0.9665 -1.5617
N -1.4305 -0.2218 -0.2231
H 0.8470 -0.2944 0.9007
H -0.3188 0.5484 -0.6338
H 0.2919 -0.3493 0.2603
C -0.7770 0.7048 0.3512
O -3.5152 4.3657 -0.7941
S 3.5058 -1.3232 1.6834
C -0.2887 -0.2778 -2.2137
H 0.4946 -0.0986 -0.0610

***

Here is 3 unconnected molecules or ions with the total composition C3H12NO3S2 in a non-equilibrium geometry from OMol25. Energies are from the ωB97M-V functional and the def2-TZVPD basis.

**Kohn-Sham gap**: 7.8048 eV
**LUMO**: 3.3 eV
**Energy relative to the best compared isomer or geometry (same formula, charge and spin)**: 136.5 kJ/mol
**Total charge**: -1
**Highest occupied orbital energy**: -4.55 eV

Cartesian coordinates (Å):
H (-2.2936, -0.3961, -1.5414)
C (-0.5779, 0.6438, -1.1297)
H (1.9054, 0.0308, 1.0514)
H (0.2460, 0.1151, -1.6735)
H (-1.5677, 0.6595, -2.8635)
H (-1.7971, -0.4185, 0.3965)
N (-1.8258, 0.4660, -1.8608)
S (1.3301, 2.5271, -0.0250)
H (-0.6606, 2.7539, -1.5018)
O (2.0638, -1.2887, 0.4518)
C (-0.7003, -0.4423, 0.1473)
H (2.8043, -1.1719, -0.1405)
H (1.0661, -1.6682, 0.1878)
O (-0.2968, -1.6775, -0.3293)
O (0.0409, -2.2534, 2.4735)
C (-0.4218, 2.0915, -0.6620)
S (1.8199, 1.3682, 1.6459)
H (-0.9634, 2.1904, 0.2456)
H (-0.1551, -0.0858, 0.9847)
H (-0.0462, -2.1516, 1.4886)
H (0.0297, -1.2922, 2.6544)

Atomic forces in eV per Å
H 0.5651 0.4829 -1.3240
C 0.1313 -2.5770 2.3203
H 0.2363 0.2598 -0.0128
H -0.0936 1.2441 0.3125
H -1.3324 -1.2566 1.3028
H 0.4883 0.0195 0.1216
N 0.4905 1.2544 -0.8265
S -0.3576 -0.2517 -0.7691
H 0.0688 0.3805 0.6056
O -0.1906 -0.0921 1.3515
C -1.1607 0.7165 -3.3014
H -0.4468 -0.3386 -0.6879
H 0.2921 0.5085 -1.7080
O 0.6911 -0.0962 1.5371
O -0.1910 1.2860 -0.6214
C 2.1146 -1.3093 -0.0498
S -0.4159 0.3498 -0.2375
H -1.2437 0.5476 0.3468
H 0.4875 0.5246 0.7992
H -0.2502 -0.9692 0.2909
H 0.1168 -0.6835 0.5499

***

Here is a molecular structure, C3H12NOS in a non-equilibrium geometry from OMol25. Energies are from the ωB97M-V functional and the def2-TZVPD basis.

**Kohn-Sham gap**: 4.4826 eV
**LUMO**: -8.4 eV
**Energy relative to the best compared isomer or geometry (same formula, charge and spin)**: 1479.1 kJ/mol
**Total charge**: +1
**Highest occupied orbital energy**: -12.85 eV

Cartesian coordinates (Å):
H (-0.4171, 1.1211, 0.4561)
H (-0.2683, -1.9668, 0.4855)
H (1.3861, 1.4346, 4.2186)
H (2.4692, 0.0807, 2.2152)
H (3.6950, -1.1560, -6.7094)
S (-2.6166, 0.5715, 0.0834)
N (1.4705, 0.2856, 2.0537)
O (3.1523, -0.9144, -5.5894)
H (0.6496, -0.3897, 1.3596)
C (-0.8446, 0.1676, 0.0910)
H (1.1570, -0.3357, 4.0990)
H (-0.4777, -0.0241, -0.9325)
C (-0.4724, -1.0232, 0.9825)
H (-1.3820, -1.2641, 1.5936)
H (-0.0885, 0.7113, 3.5833)
H (4.9303, -1.5447, -7.2632)
C (0.9863, 0.5870, 3.4949)
H (-2.8525, 0.9773, -1.1531)

Atomic forces in eV per Å
H 0.4687 -0.5128 -0.1593
H 1.2426 0.0958 -0.0180
H 0.2722 -1.2511 -2.4770
H -0.4083 -1.3983 -0.7491
H -0.7255 0.3711 2.0291
S -1.0229 -0.6301 1.3962
N -1.6959 2.5618 1.9258
O 2.7264 -1.0690 -3.7443
H 1.7135 0.4554 1.6003
C 1.3529 0.4347 -0.7236
H 0.2323 0.5165 -0.3167
H 0.0246 0.2629 0.5054
C -3.7495 0.0584 -1.3718
H 1.5256 0.5359 0.9071
H -0.1733 0.2258 -0.8064
H -2.0122 0.6994 1.7360
C -0.3162 -1.2794 0.9227
H 0.5451 -0.0771 -0.6564